P | C5H10NO | ωB97M-V/def2-TZVPD

Last column: natural (NBO) charge in e.
Element x y z (Å)
C  -0.885  -0.459  -1.549  0.03
C  -0.967  -0.474  1.800  -0.39
C  -1.685  -1.570  1.181  -0.29
C  -0.241  -1.171  0.675  -0.09
C  2.114  2.065  -0.670  -0.08
N  -0.176  -0.619  -0.552  -0.09
O  2.382  2.247  -1.951  -0.67
H  -0.470  0.178  -2.471  0.29
H  -1.755  -1.039  -1.591  0.23
H  -1.261  0.543  1.514  0.25
H  -0.729  -0.420  2.877  0.28
H  -1.738  -2.561  1.679  0.27
H  -2.486  -1.297  0.651  0.22
H  0.652  -1.802  0.988  0.29
H  2.741  2.184  0.134  0.15
H  1.240  1.516  -0.498  0.10
H  3.264  2.679  -2.217  0.51

Values from the calculation:
Charge   +1
Molecular weight   100.14 g mol⁻¹
HOMO energy (alpha / beta)   -10.1 / -15.2 eV
HOMO-LUMO gap (alpha / beta)   5.473 / 7.587 eV
Multiplicity   3



Q | C5H10NO | ωB97M-V/def2-TZVPD

Last column: natural (NBO) charge in e.
Element x y z (Å)
C  -0.880  -0.798  0.510  -0.28
C  -1.011  0.702  -1.526  -0.14
C  -0.517  0.520  -0.017  0.16
C  -0.131  1.618  1.002  -0.62
C  1.685  -1.346  0.140  -0.42
N  0.390  -0.727  -0.063  -0.05
O  -0.111  -0.416  -1.915  -0.12
H  -0.868  -0.889  1.675  0.25
H  -1.499  -1.566  0.067  0.25
H  -2.032  0.384  -1.885  0.27
H  -0.690  1.601  -1.912  0.22
H  0.428  1.057  1.714  0.23
H  -1.021  2.091  1.454  0.26
H  0.452  2.317  0.425  0.24
H  1.696  -2.117  -0.640  0.26
H  2.388  -0.625  -0.095  0.24
H  1.720  -1.807  1.068  0.24

Values from the calculation:
Charge   +1
Molecular weight   100.14 g mol⁻¹
HOMO energy (alpha / beta)   -14.5 / -15.3 eV
HOMO-LUMO gap (alpha / beta)   11.842 / 8.141 eV
Multiplicity   3



Going by the energies, P is most stable and the next is 8.1 kcal/mol up.



P | C5H10NO | ωB97M-V/def2-TZVPD

Last column: natural (NBO) charge in e.
Element x y z (Å)
C  2.341  -1.234  0.217  0.16
C  -0.672  0.011  1.462  -0.56
C  -1.016  -1.004  -0.765  -0.66
C  0.371  1.214  -0.743  -0.09
C  -0.068  -0.181  -0.047  0.18
N  1.286  -0.847  0.124  -0.30
O  1.739  1.502  -0.326  -0.52
H  3.344  -1.651  0.324  0.28
H  0.203  0.382  2.104  0.25
H  -0.926  -1.040  1.784  0.25
H  -1.564  0.647  1.442  0.24
H  -1.006  -0.904  -1.805  0.24
H  -2.001  -0.763  -0.397  0.25
H  -0.915  -2.081  -0.426  0.27
H  -0.304  2.001  -0.298  0.24
H  0.334  0.922  -1.799  0.27
H  2.029  2.251  -0.882  0.51

Values from the calculation:
Charge   +1
Molecular weight   100.14 g mol⁻¹
HOMO energy (alpha / beta)   -9.7 / -15.8 eV
HOMO-LUMO gap (alpha / beta)   6.808 / 5.785 eV
Multiplicity   3



Q | C5H10NO | ωB97M-V/def2-TZVPD

Last column: natural (NBO) charge in e.
Element x y z (Å)
C  1.123  -0.749  1.025  0.32
C  0.178  1.003  -0.225  -0.25
C  -1.007  0.624  0.688  0.03
C  -2.094  -0.427  0.399  -0.61
C  1.777  -0.374  -1.313  -0.44
N  1.006  -0.166  -0.083  -0.32
O  -0.447  0.280  1.869  -0.16
H  1.617  -1.458  1.510  0.21
H  -0.258  1.198  -1.259  0.25
H  0.578  1.851  0.171  0.24
H  -1.502  1.650  1.076  0.25
H  -2.935  0.014  -0.239  0.26
H  -2.446  -0.840  1.268  0.25
H  -1.644  -1.258  -0.004  0.22
H  2.848  0.102  -1.325  0.26
H  1.293  -0.026  -2.189  0.24
H  1.912  -1.424  -1.370  0.23

Values from the calculation:
Charge   +1
Molecular weight   100.14 g mol⁻¹
HOMO energy (alpha / beta)   -12.9 / -15.3 eV
HOMO-LUMO gap (alpha / beta)   8.294 / 8.481 eV
Multiplicity   3



Going by the energies, Q is most stable and the next is 44.2 kcal/mol up.



P | CH4O2S | ωB97M-V/def2-TZVPD

Last column: natural (NBO) charge in e.
Element x y z (Å)
C  -1.213  0.215  0.006  -0.79
O  1.594  -0.786  0.358  -0.49
O  1.262  0.267  -0.568  -0.42
S  0.201  1.380  0.114  0.52
H  -2.008  0.614  0.780  0.23
H  -0.738  -0.767  0.049  0.26
H  -1.649  0.127  -1.009  0.22
H  2.550  -1.052  0.270  0.47

Values from the calculation:
Charge   0
Molecular weight   80.11 g mol⁻¹
HOMO energy   -9.2 eV
Structure (SMILES)   CSOO
HOMO-LUMO gap   9.834 eV
Multiplicity   1



Q | CH4O2S | ωB97M-V/def2-TZVPD

Last column: natural (NBO) charge in e.
Element x y z (Å)
C  -0.143  -0.302  -0.193  0.54
O  0.219  -0.180  -1.518  -0.69
O  -1.367  -0.140  0.196  -0.70
S  0.899  -1.516  0.793  -0.02
H  0.793  1.401  0.403  -0.30
H  1.200  -0.224  -1.397  0.50
H  -1.724  0.800  -0.048  0.53
H  0.043  -1.794  1.692  0.13

Values from the calculation:
Charge   0
Molecular weight   80.11 g mol⁻¹
HOMO energy (alpha / beta)   -7.9 / -7.9 eV
HOMO-LUMO gap (alpha / beta)   8.059 / 8.061 eV
Multiplicity   1



R | CH4O2S | ωB97M-V/def2-TZVPD

Last column: natural (NBO) charge in e.
Element x y z (Å)
S  2.181  0.350  -0.281  -0.32
H  3.074  0.229  0.765  0.16
H  3.145  -0.563  -0.905  0.16
O  -1.181  -0.519  1.237  -0.56
C  -1.657  -0.587  0.128  0.66
O  -2.269  0.323  -0.618  -0.70
H  -1.553  -1.418  -0.613  0.10
H  -2.028  1.245  -0.465  0.50

Values from the calculation:
Charge   0
Molecular weight   80.11 g mol⁻¹
HOMO energy   -9.8 eV
Structure (SMILES)   O=CO.S
HOMO-LUMO gap   10.386 eV
Multiplicity   1



Going by the energies, R is most stable and the next is 75.8 kcal/mol up.



P | CH4O2S | ωB97M-V/def2-TZVPD

Last column: natural (NBO) charge in e.
Element x y z (Å)
S  -1.893  -0.102  1.415  -0.30
H  -1.285  1.111  1.268  0.15
H  -2.335  0.282  2.627  0.15
O  0.506  0.208  -1.755  -0.58
C  1.169  -0.310  -0.915  0.64
O  2.429  0.093  -0.633  -0.69
H  0.733  -1.051  -0.207  0.13
H  2.776  0.697  -1.303  0.50

Values from the calculation:
Charge   0
Molecular weight   80.11 g mol⁻¹
HOMO energy   -9.9 eV
Structure (SMILES)   O=CO.S
HOMO-LUMO gap   10.608 eV
Multiplicity   1



Q | CH4O2S | ωB97M-V/def2-TZVPD

Last column: natural (NBO) charge in e.
Element x y z (Å)
C  -0.234  0.903  0.033  -0.85
O  -0.695  -1.616  0.899  -0.91
O  0.013  -1.344  -1.455  -0.91
S  0.048  -0.905  -0.095  1.99
H  -1.034  1.117  0.731  0.25
H  0.696  1.308  0.412  0.24
H  -0.441  1.320  -0.947  0.25
H  1.648  -0.785  0.422  -0.06

Values from the calculation:
Charge   0
Molecular weight   80.11 g mol⁻¹
HOMO energy   -10.9 eV
Structure (SMILES)   C[SH](=O)=O
HOMO-LUMO gap   11.115 eV
Multiplicity   1



Going by the energies, P is most stable and the next is 41.3 kcal/mol up.